(1)
ORCA calculation (ωB97M-V/def2-TZVPD) on 2 unconnected molecules or ions with the total composition C11H15N at a distorted geometry.

ΔE to the lowest compared entry with this formula, charge and spin = 165.21 kJ/mol
SMILES = Cc1c[nH]c2ccccc12.CC
HOMO = -7.83 eV
Calculated total energy = -482.852251 hartree
Orbital gap = 8.76 eV

The geometry in XYZ format:
```
27
Properties=species:S:1:pos:R:3:forces:R:3:nbo_charge:R:1
C 1.0337 1.1226 -0.1233 0.07 -0.71 0.55 0.122
H -3.0297 -0.1624 -2.8276 0.58 0.86 1.00 0.203
H -0.2100 2.1441 3.3416 -0.29 0.61 0.75 0.212
H -1.0299 -1.1400 -1.0904 -0.84 0.47 0.05 0.214
H 1.7075 0.8489 -2.1147 0.20 1.02 -0.80 0.399
C 0.7458 0.6069 2.2833 -1.13 -0.68 -1.37 -0.209
C -2.7200 0.0516 -1.7560 -2.57 0.10 -1.48 -0.619
H 2.1326 -1.5301 -1.7198 -0.25 0.09 -0.31 0.211
N 1.3160 0.4437 -1.3090 0.60 -0.05 0.72 -0.542
H -3.6841 0.3307 -1.2582 0.64 -0.42 -0.30 0.203
H -2.1257 0.9457 -1.6483 0.55 0.02 -0.27 0.214
C 0.2656 2.7944 1.3794 0.01 0.32 -1.80 -0.227
H -2.4761 -1.3964 -0.1506 0.05 -0.20 -1.16 0.206
H -0.1675 3.7574 1.4656 -0.18 0.85 0.37 0.210
C 1.4219 -1.1192 0.2847 0.43 0.04 0.41 -0.094
C 1.0571 0.1735 0.9902 0.53 -0.48 -2.66 -0.058
C 1.5341 -2.5650 0.7197 1.84 1.46 2.35 -0.635
C 1.7084 -0.8444 -1.0061 -1.02 0.54 0.89 -0.023
H 0.7634 -3.1935 0.3555 -0.40 -0.69 -1.06 0.220
H -2.1343 -2.0817 -1.8058 -1.13 -0.96 -0.75 0.210
H 0.6709 -0.2085 3.0182 0.05 0.92 0.17 0.217
C 0.7008 2.4443 0.0979 -0.95 1.91 -0.85 -0.226
H 2.6316 -2.9149 0.5473 -2.18 0.14 0.42 0.223
C 0.2132 1.9160 2.3981 1.18 -2.71 1.55 -0.229
C -2.1501 -1.2077 -1.2122 2.73 0.15 2.95 -0.633
H 1.2733 -2.5308 1.8006 0.80 -0.48 -0.27 0.213
H 0.5515 3.3147 -0.6600 0.68 -2.12 0.90 0.220
```
Positions in Å, forces in eV/Å.


(2)
ORCA calculation (ωB97M-V/def2-TZVPD) on 2 unconnected molecules or ions with the total composition C11H15N at a distorted geometry.

ΔE to the lowest compared entry with this formula, charge and spin = 252.94 kJ/mol
SMILES = Cc1c[nH]c2ccccc12.CC
HOMO = -7.93 eV
Calculated total energy = -482.818836 hartree
Orbital gap = 8.84 eV

The geometry in XYZ format:
```
27
Properties=species:S:1:pos:R:3:forces:R:3:nbo_charge:R:1
C -2.7542 0.2222 -1.9342 -0.78 -0.17 2.71 -0.623
C 0.0478 -2.2535 -0.0279 3.62 -0.86 -2.99 -0.284
H -3.3126 0.9673 0.3321 0.50 -0.57 -1.66 0.211
C 1.0493 -2.5394 -1.0278 -1.21 3.43 1.18 -0.182
C -2.7859 1.1954 -0.6567 1.02 0.57 0.49 -0.629
H 1.8446 2.8881 1.8617 0.17 -0.27 0.64 0.220
N -0.2338 -0.8094 1.9332 0.08 2.82 1.94 -0.551
H -0.8013 -2.8208 -0.1442 -1.92 -1.31 0.92 0.219
C 0.3032 -1.1743 0.7192 1.24 3.33 2.95 0.167
H -1.7058 1.3767 -0.3636 -1.06 -0.35 -0.21 0.205
C 1.2006 0.8923 1.4492 1.29 0.23 -0.04 -0.088
C 2.0398 -0.2532 -0.6932 0.49 -2.18 -0.92 -0.197
H 0.7712 -3.3831 -1.6092 0.65 -0.58 -0.85 0.205
H 2.7098 0.5288 -0.9517 0.54 0.44 -0.63 0.213
H -0.7424 -1.3637 2.6106 0.03 -0.16 -0.71 0.406
H -3.1210 2.2080 -0.8746 -0.32 0.00 -0.39 0.199
C 1.9899 -1.5059 -1.3927 -2.21 -0.48 1.81 -0.246
C 0.3336 0.4878 2.4324 -0.18 -3.05 -3.64 -0.028
H -0.0374 0.8702 3.3415 -0.11 0.47 0.73 0.216
H 2.4269 -1.7066 -2.3192 1.34 0.21 -1.12 0.210
C 1.3095 -0.1180 0.4502 -2.72 -2.60 0.03 -0.084
H 2.2071 2.5533 0.3593 0.23 -0.53 -1.61 0.224
H 3.3293 1.8039 1.6974 -3.03 0.33 -1.36 0.220
C 2.1852 2.0235 1.2760 1.63 0.78 3.63 -0.641
H -1.9491 -0.4638 -1.5994 -0.13 0.27 -1.29 0.218
H -3.6624 -0.4178 -2.0023 0.41 0.63 -0.03 0.202
H -2.6417 0.7918 -2.8661 0.44 -0.41 0.42 0.216
```
Positions in Å, forces in eV/Å.


(3)
ORCA calculation (ωB97M-V/def2-TZVPD) on 2 unconnected molecules or ions with the total composition C11H15N at a distorted geometry.

ΔE to the lowest compared entry with this formula, charge and spin = 67.05 kJ/mol
SMILES = Cc1c[nH]c2ccccc12.CC
HOMO = -7.84 eV
Calculated total energy = -482.889636 hartree
Orbital gap = 8.80 eV

The geometry in XYZ format:
```
27
Properties=species:S:1:pos:R:3:forces:R:3:nbo_charge:R:1
H -5.7831 -0.0693 0.2044 0.06 0.03 -0.46 0.209
C 0.0035 0.3792 2.2732 -1.93 -0.30 -0.61 -0.210
C 1.3412 0.5577 2.0912 0.58 0.85 0.41 -0.251
H -1.0512 0.2464 -0.9495 -0.14 0.11 0.13 0.202
H 0.1736 -0.2618 -2.8223 -0.02 -0.35 0.07 0.219
C -0.4121 0.3556 -0.0776 0.24 -0.92 -0.92 -0.178
H 1.4072 0.7510 -3.4897 0.03 -0.10 -0.08 0.218
H -3.3598 -1.6482 0.3299 -0.03 -0.34 -0.12 0.206
H 4.0280 0.2058 -1.5839 -0.02 -0.05 -0.24 0.208
C 1.2497 -0.1189 -2.8436 0.45 0.58 -0.47 -0.630
C 0.9879 0.3619 -0.3072 -0.28 0.48 0.34 -0.102
H -5.2547 -1.2269 1.3561 -0.38 -0.23 0.03 0.205
C -0.9218 0.2741 1.1925 1.37 0.62 -0.02 -0.245
H -0.5044 0.3001 3.2225 0.66 0.22 0.53 0.210
H -3.6290 -0.7774 -1.0999 -0.62 0.61 0.12 0.206
H -6.2151 -1.7867 -0.0436 -0.28 0.20 0.23 0.209
H -1.9836 0.2300 1.3779 -0.05 -0.12 0.02 0.213
H 3.9372 0.5201 0.8841 -0.27 0.07 -0.53 0.409
C 1.7950 0.1608 -1.4923 -0.09 0.26 1.06 -0.077
C -5.4423 -1.0986 0.2895 0.54 -0.13 0.03 -0.618
H -4.2122 -2.3555 -1.0588 -0.20 -0.23 0.36 0.207
C 1.8575 0.6019 0.7819 -1.21 -0.98 -0.27 0.138
C -4.1326 -1.4729 -0.4228 0.93 0.09 -0.19 -0.623
N 3.1221 0.5787 0.2810 0.76 0.09 0.91 -0.518
H 1.7664 -0.9615 -3.3017 -0.26 -0.11 -0.09 0.221
H 1.9260 0.8140 2.9684 0.32 -0.36 -0.12 0.214
C 3.0891 0.2826 -1.0647 -0.17 0.02 -0.13 -0.040
```
Positions in Å, forces in eV/Å.


(4)
ORCA calculation (ωB97M-V/def2-TZVPD) on 2 unconnected molecules or ions with the total composition C11H15N at a distorted geometry.

ΔE to the lowest compared entry with this formula, charge and spin = 28.93 kJ/mol
SMILES = Cc1c[nH]c2ccccc12.CC
HOMO = -7.86 eV
Calculated total energy = -482.904156 hartree
Orbital gap = 8.79 eV

The geometry in XYZ format:
```
27
Properties=species:S:1:pos:R:3:forces:R:3:nbo_charge:R:1
C -0.2189 -0.9376 1.4086 -0.36 -0.13 0.39 -0.186
C -1.4152 -1.4762 -1.8328 0.50 -0.32 0.77 -0.614
H -2.5872 1.2790 1.2187 0.46 -0.25 0.21 0.219
H -1.4000 -1.0962 -0.8099 0.24 0.13 -0.11 0.207
H -0.9045 -2.4290 -1.7852 -0.17 -0.53 0.14 0.202
H 3.5685 -0.1042 1.2695 0.06 -0.02 0.06 0.209
C -1.9759 1.6927 0.4151 0.14 0.08 -0.33 -0.631
C 0.4793 2.4380 0.3032 -0.20 0.24 0.39 -0.032
C 2.0879 -1.6229 1.6394 0.10 0.82 -0.27 -0.213
C -0.4923 1.5197 0.5168 -0.46 -0.56 1.03 -0.082
C -0.5839 -0.5956 -2.7577 -1.09 0.42 -0.30 -0.605
H 2.8405 -2.3644 1.8227 0.06 -0.38 0.22 0.212
H -1.2630 -1.1720 1.5688 -0.12 0.01 -0.24 0.211
C 0.7208 -1.9018 1.7037 -0.02 -0.25 0.13 -0.243
H -1.0081 0.4118 -2.7567 0.28 0.11 -0.12 0.198
H 0.4468 -0.5486 -2.4307 0.17 0.04 0.24 0.210
H 2.5513 2.4413 0.4377 0.22 -0.40 0.09 0.408
H -2.2055 2.7493 0.4116 -0.20 0.30 -0.33 0.216
N 1.7154 1.9270 0.6498 -0.20 0.53 -0.84 -0.547
H -2.3184 1.2186 -0.5025 -0.28 0.15 -0.17 0.217
H -2.4781 -1.6586 -1.9994 0.12 0.22 -0.82 0.203
C 1.5619 0.6007 0.9589 0.05 0.07 0.81 0.208
C 2.5149 -0.3460 1.3158 0.14 -0.23 -0.31 -0.262
H -0.5762 -0.9424 -3.7945 -0.10 -0.08 0.10 0.201
H 0.3667 3.4715 0.0182 0.08 0.01 -0.09 0.208
C 0.1766 0.3362 1.0037 0.59 -0.06 -0.63 -0.124
H 0.3965 -2.8905 2.0072 -0.02 0.06 -0.02 0.212
```
Positions in Å, forces in eV/Å.


(5)
ORCA calculation (ωB97M-V/def2-TZVPD) on C11H15N in the gas phase at a distorted geometry.

ΔE to the lowest compared entry with this formula, charge and spin = 768.06 kJ/mol
SMILES = CC(=C=N)/C(C)=C1\[C@]2(C)C[C@]12C
HOMO = -7.22 eV
Calculated total energy = -482.622637 hartree
Orbital gap = 8.03 eV

The geometry in XYZ format:
```
27
Properties=species:S:1:pos:R:3:forces:R:3:nbo_charge:R:1
H -2.6902 -1.6325 0.1397 0.54 0.33 0.78 0.232
H -0.2661 1.2944 2.5586 0.63 3.24 2.35 0.208
H 3.0582 -0.2853 0.0186 0.98 1.09 0.53 0.224
C 1.9099 0.5951 1.5003 -4.66 -1.00 -3.24 -0.190
H 3.9118 0.5539 1.4331 2.77 -0.52 1.53 0.217
C 1.7773 0.4648 2.7785 1.65 -0.42 1.47 0.402
C 3.1812 0.5823 0.7303 -3.44 1.19 -2.74 -0.612
C -1.7101 0.0236 -1.0119 0.87 -0.68 0.32 -0.056
H -1.7287 0.5774 1.8100 1.39 0.78 -0.39 0.211
N 1.9052 0.5511 3.9866 -0.58 1.47 -0.01 -0.653
H -2.8047 -1.6290 -1.5946 -0.60 1.48 1.90 0.204
H -1.3105 1.8243 -2.0378 0.28 2.43 -0.35 0.208
H -0.6364 -0.3116 2.5885 0.76 -1.71 0.97 0.204
H 1.2333 -0.7178 -3.0203 2.72 1.54 -0.54 0.220
C -1.5539 0.8512 -2.2532 -0.84 -3.84 -1.21 -0.384
C 0.3494 -1.1460 -2.7684 -2.46 0.05 3.41 -0.605
H -3.7977 -0.4614 -0.5989 -0.04 0.27 0.18 0.226
C -0.4873 -0.2250 -1.9073 0.56 3.16 1.47 -0.023
C -0.6023 0.5470 1.9908 -3.22 -1.89 -3.25 -0.646
C -2.8047 -0.8928 -0.6333 -0.53 -2.43 -3.44 -0.621
H 1.8202 -0.1490 4.6894 0.12 -0.98 -0.09 0.384
H 3.1943 1.6150 0.2251 0.39 -1.73 0.16 0.220
H -2.2266 0.5316 -3.1248 0.94 0.90 1.25 0.204
H -0.1813 -1.2806 -3.6339 -1.26 -1.14 -2.19 0.216
C 0.2920 0.4361 0.7758 -0.21 0.03 -1.51 -0.067
H 0.5410 -2.0050 -2.1537 0.10 -0.91 -0.26 0.220
C -0.3733 0.2882 -0.4871 3.12 -0.71 2.89 0.058
```
Positions in Å, forces in eV/Å.